[1]
Density functional theory data (wB97M-V/def2-TZVPD) for a cluster of 2 separate species, C7H7Cl2NO in total in a non-equilibrium geometry.

The multiplicity is 1. The HOMO-LUMO gap (alpha / beta) comes out at 6.93 / 5.50 eV.

```
18
Properties=species:S:1:pos:R:3:forces:R:3
C -2.097718 -1.250641 0.303662 0.2 -2.2 2.1
C -1.071299 -1.676815 1.142688 -2.7 0.4 -1.2
C -1.798083 -0.425078 -0.814934 -0.4 -0.9 1.3
C 1.402181 1.078051 0.133583 0.2 0.5 0.8
C 0.251136 -1.158608 0.825853 2.5 -1.8 2.4
C 0.308430 0.001463 -0.043941 1.2 0.3 -1.1
C 1.070827 2.352014 -0.523435 -3.1 2.5 -1.4
N -0.688337 0.194791 -0.892448 1.6 1.5 -0.8
O 2.260488 1.017672 0.984717 -0.6 -0.8 0.3
Cl 1.171600 -2.620587 0.112278 -0.4 0.4 0.1
Cl 2.547778 -0.181036 -1.716971 -0.6 -0.3 -0.1
H -3.083343 -1.730968 0.417888 0.5 0.6 -0.1
H -1.233727 -2.409994 1.984653 0.4 0.9 -1.2
H -2.508326 -0.319989 -1.592081 -0.6 0.2 -0.8
H 0.844361 -1.055696 1.782700 -0.4 0.6 -1.1
H -0.142394 2.383260 -0.450113 2.8 0.4 -0.3
H 1.287472 2.521313 -1.614502 -0.2 -0.9 1.0
H 1.478953 3.280850 -0.039597 -0.2 -1.3 0.0
```
Forces are in eV/Å.

Atom charges from the natural (NBO) analysis, given in e for atoms 1 to 2: number 1, C, carries -0.30; number 2, C, carries -0.06

***

[2]
Density functional theory data (wB97M-V/def2-TZVPD) for an isolated molecule of C4H9NO2 in a non-equilibrium geometry.

Its SMILES is C[C@@H](CO)NC=O. The multiplicity is 1. The HOMO-LUMO gap comes out at 10.70 eV.

```
16
Properties=species:S:1:pos:R:3:forces:R:3
C -1.216902 1.305667 -0.287024 0.1 0.0 0.1
C -0.337318 0.330134 0.502403 0.1 0.0 -0.1
C -0.775495 -1.117072 0.197329 0.0 0.2 -0.1
O -0.219805 -2.083326 1.048842 0.3 0.0 0.0
N 1.080825 0.659950 0.112020 -0.6 -1.4 0.2
C 2.008684 -0.204464 -0.434312 -0.1 0.7 0.3
O 2.395966 -1.262233 0.009852 -0.7 0.0 -0.4
H -0.855138 2.329761 -0.144762 -0.2 -0.1 0.0
H -2.259925 1.259811 0.035681 0.1 0.0 0.0
H -1.165950 1.076847 -1.359726 0.0 0.0 0.2
H -0.492506 0.468669 1.579698 0.2 0.1 -0.2
H -1.863253 -1.173604 0.355808 0.3 0.2 0.0
H -0.605098 -1.353665 -0.868568 0.1 0.1 0.2
H 0.742617 -2.062309 0.925477 0.0 -0.1 0.0
H 1.179706 1.553747 -0.313838 -0.3 0.6 -0.4
H 2.383596 0.272092 -1.358884 0.7 -0.4 0.1
```
Forces are in eV/Å.

Atom charges from the natural (NBO) analysis, given in e for atoms 1 to 2: number 1, C, carries -0.62; number 2, C, carries -0.07

***

[3]
Density functional theory data (wB97M-V/def2-TZVPD) for a cluster of 5 separate species, C12H18ClN2O6 in total.

Its charge is -1. The multiplicity is 1. The HOMO-LUMO gap comes out at 9.04 eV.

```
39
Properties=species:S:1:pos:R:3:forces:R:3
Cl -13.488097 9.245001 18.323253 -0.1 0.1 -0.5
O -13.532953 7.924632 18.887445 0.1 0.1 0.1
O -12.525209 10.069693 19.054204 0.0 0.0 0.1
O -13.056743 9.171192 16.939879 0.0 0.0 0.1
O -14.782857 9.871763 18.401871 0.1 -0.1 0.0
N -10.960550 5.493616 15.056240 0.2 0.2 0.4
C -10.223893 4.859157 14.158809 0.0 -0.2 -0.5
C -9.785011 5.432811 12.968426 0.1 -0.1 0.3
C -10.133878 6.745472 12.713670 -0.2 0.2 -0.5
C -10.873504 7.432267 13.653384 -0.1 0.1 0.9
C -11.229995 6.781059 14.833579 -0.2 -0.2 -0.2
H -10.003242 3.815212 14.366548 0.0 0.0 0.0
H -9.184822 4.863834 12.271076 0.0 0.0 0.0
H -9.898999 7.215995 11.764920 0.2 0.0 0.1
H -11.177444 8.467988 13.577801 0.1 0.0 -0.4
H -11.796747 7.294852 15.604700 0.0 0.0 0.0
N -12.833534 14.473662 19.004380 0.1 0.3 0.7
C -11.966121 13.560337 18.593722 -0.2 -0.3 -0.6
C -10.858487 13.867112 17.807889 0.1 0.2 -0.1
C -10.662904 15.188122 17.440791 0.0 0.0 0.2
C -11.584324 16.142995 17.852969 0.5 0.2 0.2
C -12.595877 15.751836 18.706022 -0.4 -0.4 -0.4
H -12.200340 12.525852 18.826705 0.1 0.0 0.0
H -10.191522 13.087480 17.465321 0.0 0.0 0.2
H -9.767795 15.509893 16.921725 -0.1 -0.2 -0.3
H -11.462312 17.180068 17.566256 0.0 0.0 0.1
H -13.286504 16.467572 19.139551 0.0 0.1 -0.1
C -13.291303 12.311810 21.751993 0.2 0.9 0.3
O -14.143991 11.690237 20.838028 -0.1 0.1 0.1
H -13.514929 11.981097 22.772080 0.1 -0.2 -0.1
H -12.224036 12.181393 21.541355 -0.1 -0.4 0.0
H -13.425161 13.407784 21.762786 -0.2 -0.1 -0.2
H -13.626778 11.379592 20.084346 -0.1 -0.3 0.0
C -10.869620 7.324782 20.898398 0.3 0.4 -0.1
O -11.271546 5.962310 20.937297 0.0 0.0 0.2
H -10.424810 7.599369 19.936592 0.0 -0.1 0.0
H -11.731188 7.974241 21.030601 -0.1 -0.2 0.0
H -10.138510 7.549812 21.684241 -0.1 0.0 0.0
H -10.506014 5.442927 21.190519 0.0 -0.1 -0.1
```
Forces are in eV/Å.

Atom charges from the natural (NBO) analysis, given in e for atoms 1 to 2: number 1, Cl, carries 2.54; number 2, O, carries -0.85

***

[4]
Density functional theory data (wB97M-V/def2-TZVPD) for an isolated molecule of C4H9NO in a non-equilibrium geometry.

Its SMILES is NC1(CO)CC1. The multiplicity is 1. The HOMO-LUMO gap comes out at 9.18 eV.

```
15
Properties=species:S:1:pos:R:3:forces:R:3
N 0.931080 0.189879 1.126824 0.8 4.2 0.9
C -0.081976 -0.152117 0.207327 1.7 -2.3 0.2
C 0.423342 0.439943 -1.083755 -4.5 -1.4 -2.3
O 0.190466 1.835272 -0.993249 2.5 0.7 -2.6
C -0.341979 -1.784574 0.201714 1.7 2.1 -3.2
C -1.351760 -0.759681 0.631813 -1.8 -0.3 3.5
H 0.752571 -0.335953 1.922956 0.0 -0.7 2.2
H 0.887324 1.267521 1.402407 0.0 -3.0 -0.7
H -0.121307 -0.018470 -2.021439 -0.1 0.9 1.5
H 1.368563 0.081187 -1.386532 1.9 0.3 0.8
H 0.786065 2.202046 -1.746328 -1.7 -0.4 2.0
H 0.292441 -2.357415 0.907278 -0.8 0.5 -0.5
H -0.079472 -1.877846 -0.917625 -1.1 -1.0 1.9
H -1.445544 -0.988073 1.906724 0.2 1.4 -3.8
H -2.367686 -0.445755 0.248195 1.2 -1.0 0.0
```
Forces are in eV/Å.

Atom charges from the natural (NBO) analysis, given in e for atoms 1 to 2: number 1, N, carries -0.82; number 2, C, carries 0.08

***

We obtain energy relative to the best compared isomer or geometry (same formula, charge and spin) values of 368.8; 128.8; 0.0; 431.8 kJ/mol for the records listed above, in that order.